Formula: C22H45N2OOsP3Se
Source: OMol25
Level of theory: ωB97M-V/def2-TZVPD

Each line ends with the Löwdin charge.
Atoms and positions in Å:
1 Os -0.023 0.027 -0.627  0.739
2 P 0.290 -2.104 -1.337  0.617
3 P 2.252 -0.016 0.287  0.731
4 P -2.308 0.463 -1.158  0.632
5 H 1.716 1.779 -1.876  0.066
6 C 0.644 1.762 -1.649  -0.262
7 C 0.181 2.155 -0.323  -0.301
8 H 0.918 2.485 0.414  0.041
9 C 1.121 -1.749 -2.922  -0.220
10 C 1.312 -3.434 -0.622  -0.212
11 C -1.227 -3.004 -1.755  -0.228
12 C 2.988 1.462 1.098  -0.211
13 C 2.671 -1.279 1.554  -0.218
14 C 3.545 -0.287 -0.995  -0.220
15 C -3.014 2.117 -0.793  -0.215
16 C -3.605 -0.658 -0.517  -0.236
17 C -2.574 0.374 -2.943  -0.233
18 H 0.015 1.991 -2.514  0.061
19 H -0.761 2.693 -0.240  0.035
20 H 0.934 -2.581 -3.613  0.089
21 H 2.198 -1.610 -2.794  0.045
22 H 0.727 -0.807 -3.324  0.005
23 H 1.229 -4.317 -1.273  0.086
24 H 0.952 -3.706 0.379  0.054
25 H 2.369 -3.151 -0.553  0.050
26 H -0.943 -3.964 -2.211  0.080
27 H -1.837 -2.429 -2.460  0.036
28 H -1.809 -3.196 -0.843  0.059
29 H 4.028 1.249 1.391  0.090
30 H 2.419 1.735 1.995  0.028
31 H 3.005 2.318 0.411  0.070
32 H 3.717 -1.600 1.440  0.087
33 H 2.022 -2.155 1.474  0.015
34 H 2.548 -0.861 2.561  0.050
35 H 4.531 -0.031 -0.582  0.083
36 H 3.353 0.359 -1.858  0.051
37 H 3.567 -1.332 -1.319  0.039
38 H -4.060 2.133 -1.132  0.084
39 H -2.467 2.901 -1.331  0.064
40 H -2.977 2.322 0.283  0.064
41 H -4.564 -0.362 -0.967  0.084
42 H -3.687 -0.582 0.575  0.032
43 H -3.388 -1.696 -0.786  0.035
44 H -3.494 0.894 -3.231  0.085
45 H -2.616 -0.665 -3.279  0.056
46 H -1.731 0.860 -3.437  -0.006
47 C -0.630 0.867 -6.003  -0.222
48 C 0.047 0.444 -7.162  0.123
49 C -0.049 1.254 -8.306  0.074
50 C -0.845 2.411 -8.306  0.017
51 C -1.577 2.759 -7.164  0.067
52 C -1.496 1.966 -6.024  0.095
53 O -0.395 0.333 -4.747  -0.035
54 H -0.009 -0.567 -4.757  0.096
55 H 0.632 -0.469 -7.172  0.153
56 H 0.498 0.990 -9.221  0.161
57 H -0.890 3.041 -9.210  0.152
58 H -2.221 3.638 -7.161  0.156
59 H -2.090 2.178 -5.138  0.135
60 C 0.606 1.559 4.036  0.001
61 N 0.370 0.134 4.172  -0.110
62 C 0.756 -0.635 5.264  0.039
63 C 0.306 -1.898 5.043  0.045
64 N -0.353 -1.877 3.818  -0.107
65 C -1.030 -3.011 3.237  0.006
66 C -0.254 -0.646 3.244  -0.544
67 Se -1.087 -0.027 1.653  0.893
68 H 0.105 1.923 3.127  0.064
69 H 1.685 1.755 3.971  0.104
70 H 0.194 2.091 4.906  0.131
71 H 1.291 -0.200 6.097  0.160
72 H 0.361 -2.792 5.644  0.159
73 H -0.302 -3.772 2.936  0.112
74 H -1.718 -3.443 3.971  0.128
75 H -1.598 -2.686 2.364  0.063

Forces on the atoms, in the same order (eV/Å):
Os 1.0669 0.3907 2.0299
P 0.0274 -2.1932 -0.8518
P 1.9057 -0.3423 0.8241
P -2.3715 -0.0069 -0.3693
H -0.3217 -0.1217 0.1820
C -0.6999 1.1133 1.0298
C 1.0424 2.0962 -1.3932
H -0.3678 -0.3495 -0.2398
C -0.0469 0.0167 -0.3353
C 0.0895 0.0796 0.2626
C -0.0292 -0.1713 -0.1439
C -0.4891 0.3222 -0.1421
C -0.3513 -0.2370 0.0575
C -0.2340 -0.0550 -0.1886
C 0.3471 -0.0232 0.1497
C 0.1015 0.0069 0.1691
C 0.3201 0.1521 -0.3038
H 0.1157 -0.0976 0.2209
H 0.2010 -0.3021 0.0548
H 0.1110 0.1012 0.0292
H -0.2505 -0.1742 -0.0277
H 0.2611 -0.3565 0.3227
H 0.0046 0.2840 0.1455
H 0.0602 -0.0055 -0.2885
H -0.2574 -0.0747 -0.0152
H -0.2124 0.2094 0.0831
H 0.1210 -0.2122 0.1841
H 0.1804 -0.0222 -0.2520
H -0.3830 -0.1679 -0.1522
H 0.1588 -0.0043 -0.2741
H 0.0640 -0.1183 0.1824
H -0.2914 0.1714 0.0022
H 0.2074 0.1606 0.0735
H 0.0386 -0.0021 -0.2313
H -0.3249 -0.0786 -0.0057
H 0.1552 -0.1760 0.0897
H 0.0703 0.2069 0.0553
H 0.3114 -0.1186 0.1453
H -0.1700 -0.1314 0.1136
H -0.0942 0.0512 -0.1885
H 0.2662 -0.0803 0.1350
H -0.0665 -0.0107 -0.2786
H -0.0969 0.2644 0.0558
H -0.0298 -0.1976 0.2840
H -0.0294 0.1959 -0.0302
H -0.4321 -0.1939 0.2276
C 0.5181 0.0537 0.4899
C -0.5660 -0.2760 2.1055
C -0.7413 1.7512 -1.8319
C 0.1040 0.1420 -0.4210
C 0.1593 0.7866 -2.4483
C 0.7455 -1.8812 1.4655
O 0.3085 -0.6476 -1.0533
H -0.3692 0.6793 -0.6618
H 0.0384 0.0643 0.0001
H -0.2014 0.0442 0.4578
H 0.0075 -0.4262 0.6072
H 0.1873 -0.1498 -0.0808
H 0.1561 0.1106 -0.2084
C 0.1766 0.7307 0.0645
N 0.0123 -0.8054 -0.5937
C -0.4017 0.2033 -0.5766
C -0.4078 0.5438 -0.6762
N 0.5957 0.8529 -0.3005
C -0.2331 -0.8091 -0.2056
C 0.6249 -0.4805 2.1832
Se -0.2640 -0.1141 0.1179
H 0.1913 -0.0841 0.3765
H -0.3466 -0.0143 0.1143
H 0.1315 -0.1936 -0.2959
H -0.0836 -0.0668 -0.0564
H -0.0067 0.0426 -0.0175
H -0.1500 0.1004 0.0916
H 0.1278 0.0850 -0.1721
H 0.0090 -0.0401 0.1286

Output
Spin multiplicity: 5
Max |F| (Eh/bohr): 0.05298
ΔE to the lowest compared entry with this formula, charge and spin (kcal/mol): 0.00
Gap between HOMO and LUMO (spin up / spin down) (eV): 8.5949 / 5.2592
LUMO (spin up / spin down) (eV): -10.646 / -14.572
Expectation value of S²: 6.04
Charge: +4